Record 1
Molecular formula: CH2F2N2OP
Method: DFT, ωB97M-V/def2-TZVPD

## Properties
Energy above the lowest of the compared OMol25 structures with the same formula, charge and spin   459.8 kJ/mol
Structure (SMILES)   FC(F)ON=[N+]=P
Frontier orbital gap   9.2 eV
Highest occupied orbital energy   -16.329 eV
Net charge   +1

CARTESIAN COORDINATES (ANGSTROEM)
P1 2.76965 0.80939 -0.19492
F1 -2.31146 1.76833 0.09260
F2 -2.44994 -0.21010 -0.91334
O1 -0.83308 0.10400 0.53677
N1 1.22148 0.67294 -0.16015
N2 0.06758 0.76499 -0.24931
C1 -2.16523 0.39728 0.23105
H1 2.99868 -0.31069 -1.29442
H2 -2.93144 -0.05422 1.06554


Record 2
Molecular formula: C15H22N3O2PtS2SeSi
Method: DFT, ωB97M-V/def2-TZVPD

## Properties
2S+1   3
<S²>   2.0121
Frontier orbital gap (spin up / spin down)   6.5 / 5.9 eV
Highest occupied orbital energy (spin up / spin down)   -4.138 / -4.461 eV
Net charge   -1

CARTESIAN COORDINATES (ANGSTROEM)
Pt1 0.30787 1.07837 0.77636
Se1 -2.88633 3.45969 -1.78946
S1 2.68038 -0.25695 2.33124
S2 2.24486 2.62146 1.38167
Si1 1.01728 0.49636 -2.17074
O1 -0.87753 -1.30260 2.14985
O2 -1.56898 0.66564 2.82979
N1 1.25516 1.44401 3.65178
N2 -0.91783 2.81280 0.31282
N3 -0.22503 0.09194 -1.02723
C1 -2.82148 -2.25366 -2.30963
C2 -0.26015 -2.12437 1.14518
C3 1.98067 -0.76795 3.92236
C4 1.74865 1.28385 2.35704
C5 1.76286 0.54335 4.66125
C6 -1.45164 -0.54930 -1.20854
C7 1.01562 -0.43802 -3.79940
C8 -3.75022 -0.98428 -0.52118
C9 -1.62188 -1.56559 -2.17419
C10 2.69180 0.08676 -1.45098
C11 -1.69850 3.03556 -0.54173
C12 -2.56213 -0.28338 -0.38996
C13 -0.90499 0.05451 2.05290
C14 0.98574 2.29980 -2.60706
C15 -3.90259 -1.97807 -1.48132
H1 0.11888 -0.23324 -4.39698
H2 0.46106 -1.57855 0.55340
H3 3.44282 0.12605 -2.25438
H4 1.02795 0.42150 5.45779
H5 2.69597 -1.41308 4.42868
H6 3.00505 0.79613 -0.68079
H7 -2.49499 0.50429 0.34495
H8 1.00099 2.92488 -1.70893
H9 1.10366 -1.52213 -3.66346
H10 2.70313 -0.92250 -1.02283
H11 0.23666 -2.93859 1.67148
H12 1.89084 -0.09811 -4.36819
H13 -2.90191 -3.02584 -3.06834
H14 2.70531 0.89438 5.10029
H15 0.07123 2.54167 -3.16217
H16 -4.57622 -0.73259 0.13319
H17 -0.79020 -1.82871 -2.81468
H18 1.03903 -1.29712 3.77433
H19 1.85668 2.56089 -3.22508
H20 1.02938 2.39305 3.89664
H21 -4.83502 -2.52066 -1.58161
H22 -1.03194 -2.52167 0.48587


Record 3
Molecular formula: C3H8ClN
Method: DFT, ωB97M-V/def2-TZVPD

## Properties
Energy above the lowest of the compared OMol25 structures with the same formula, charge and spin   61.6 kJ/mol
Frontier orbital gap   9.1 eV
Highest occupied orbital energy   -8.831 eV
Net charge   0

CARTESIAN COORDINATES (ANGSTROEM)
Cl1 -1.54439 0.08623 -2.25810
N1 -0.56316 -1.39015 0.14837
C1 1.26475 -0.00220 -0.64488
C2 -0.20286 -0.14799 -0.20311
C3 -0.73004 0.91072 0.69226
H1 -0.09424 -2.24589 -0.10460
H2 1.88237 0.33460 0.27720
H3 1.52217 -0.99845 -0.92718
H4 1.14841 0.62945 -1.47029
H5 -0.12590 1.09000 1.50660
H6 -1.35401 -1.58119 0.68292
H7 -0.85979 1.87255 0.04468
H8 -1.61730 0.76659 1.26765


Record 4
Molecular formula: C4H10O
Method: DFT, ωB97M-V/def2-TZVPD

## Properties
Energy above the lowest of the compared OMol25 structures with the same formula, charge and spin   410.9 kJ/mol
Frontier orbital gap   9.3 eV
Highest occupied orbital energy   -8.805 eV
Net charge   0

CARTESIAN COORDINATES (ANGSTROEM)
O1 -0.67501 1.30135 0.90815
C1 -0.81095 0.52686 -0.08058
C2 1.89945 -0.03658 -0.12343
C3 -1.94896 -0.47230 -0.07913
C4 0.74967 -0.80400 -0.11396
H1 0.38707 -1.20612 -1.05434
H2 2.65099 -0.10918 0.65614
H3 1.53188 1.38752 0.62324
H4 -2.88330 0.09599 -0.15256
H5 -1.89083 -1.14403 -0.94161
H6 0.54286 -1.40643 0.76930
H7 0.75174 1.58973 0.88809
H8 2.24552 0.39765 -1.06018
H9 -0.57338 0.93347 -1.08444
H10 -1.97676 -1.05393 0.84531


| no. | E_tot (Eh) |
| --- | --- |
| 1 | -764.6989 |
| 2 | -4506.2119 |
| 3 | -634.0112 |
| 4 | -233.4885 |